Entry 1:
{"formula": "C25H26AgAsClF2N3O4S2", "method": "ωB97M-V/def2-TZVPD", "orbital_gap_ev": 3.08, "homo_ha": -0.00621, "total_charge": -2, "species": ["Ag", "O", "N", "O", "C", "C", "C", "C", "C", "C", "N", "C", "C", "N", "C", "C", "C", "C", "H", "H", "H", "H", "H", "H", "H", "C", "As", "C", "C", "O", "H", "H", "H", "H", "H", "H", "H", "H", "H", "C", "O", "C", "S", "S", "H", "H", "H", "F", "C", "F", "H", "Cl", "C", "C", "C", "C", "C", "C", "C", "H", "H", "H", "H", "H", "H"], "positions_angstrom": [[-0.782, 0.666, 0.900], [-0.032, 4.906, -5.344], [-1.187, 4.672, -5.040], [-2.146, 5.158, -5.617], [-1.444, 3.748, -3.901], [-2.744, 3.508, -3.653], [-3.146, 2.617, -2.617], [-4.495, 2.322, -2.348], [-4.796, 1.428, -1.358], [-3.737, 0.830, -0.645], [-2.481, 1.110, -0.882], [-2.170, 1.991, -1.842], [-0.760, 2.280, -2.080], [0.119, 1.666, -1.270], [1.405, 1.848, -1.453], [1.890, 2.696, -2.464], [1.016, 3.345, -3.287], [-0.376, 3.147, -3.123], [-3.491, 3.994, -4.264], [-5.273, 2.808, -2.925], [-5.820, 1.179, -1.114], [-3.908, 0.104, 0.145], [2.067, 1.311, -0.785], [2.957, 2.836, -2.571], [1.383, 4.002, -4.056], [-1.186, -2.077, 3.300], [-1.400, -2.870, 1.565], [-2.717, -4.271, 1.804], [0.225, -3.843, 1.251], [-1.914, -1.815, 0.408], [-0.876, -2.832, 4.023], [-2.122, -1.603, 3.587], [-0.427, -1.298, 3.210], [-2.415, -4.966, 2.589], [-2.814, -4.800, 0.858], [-3.669, -3.808, 2.059], [0.272, -4.676, 1.957], [1.073, -3.176, 1.385], [0.241, -4.200, 0.223], [3.166, 1.709, 5.246], [2.298, 1.709, 4.130], [2.662, 2.391, 3.011], [4.169, 3.158, 2.952], [1.509, 2.294, 1.783], [2.651, 1.117, 6.003], [3.345, 2.723, 5.609], [4.131, 1.263, 5.001], [-3.264, 0.303, 2.855], [-2.196, 1.236, 2.563], [-2.943, 2.399, 2.216], [-1.819, 1.475, 3.562], [3.405, -1.725, 1.798], [3.379, -2.532, 0.235], [4.365, -3.449, -0.041], [4.408, -4.138, -1.256], [3.390, -3.850, -2.181], [2.399, -2.937, -1.915], [2.310, -2.191, -0.672], [1.282, -1.324, -0.399], [5.122, -3.632, 0.715], [5.191, -4.855, -1.468], [3.380, -4.367, -3.138], [1.627, -2.748, -2.655], [1.219, -0.785, 0.542], [0.489, -1.184, -1.122]], "mulliken_charge": [1.119, -0.643, 1.066, -0.677, -0.609, -0.557, 1.120, -0.713, -0.981, -0.291, 0.190, -0.221, -0.352, 0.493, -0.484, -1.093, -0.504, 0.790, 0.509, 0.405, 0.393, 0.411, 0.630, 0.392, 0.512, -1.079, 0.707, -1.217, -0.692, -0.651, 0.446, 0.319, 0.197, 0.362, 0.348, 0.334, 0.440, -0.072, 0.321, -0.832, -0.197, 0.010, -0.478, -0.161, 0.204, 0.334, 0.315, -0.355, -0.219, -0.333, 0.084, -0.227, 0.696, -0.550, -0.552, -0.401, -0.805, 0.296, -1.144, 0.353, 0.330, 0.303, 0.285, 0.390, -0.011]}

Entry 2:
{"formula": "C25H26BeN8O2S", "method": "ωB97M-V/def2-TZVPD", "orbital_gap_ev": [7.95, 5.61], "homo_ha": [-0.29289, -0.20907], "species": ["Be", "C", "C", "C", "C", "C", "C", "N", "N", "C", "C", "C", "C", "C", "N", "H", "H", "H", "H", "H", "H", "H", "H", "H", "O", "N", "C", "N", "S", "H", "H", "H", "H", "C", "C", "C", "C", "C", "N", "C", "O", "N", "C", "C", "C", "C", "N", "C", "C", "C", "H", "H", "H", "H", "H", "H", "H", "H", "H", "H", "H", "H", "H"], "positions_angstrom": [[1.665, 1.268, 0.206], [6.008, 1.372, -3.095], [4.628, 1.366, -3.261], [3.796, 1.336, -2.145], [4.321, 1.313, -0.848], [5.713, 1.320, -0.701], [6.550, 1.349, -1.814], [3.402, 1.283, 0.216], [3.939, 1.266, 1.379], [2.959, 1.240, 2.366], [3.343, 1.218, 3.708], [2.365, 1.193, 4.686], [1.027, 1.193, 4.302], [0.734, 1.217, 2.948], [1.657, 1.238, 1.975], [6.660, 1.396, -3.962], [4.197, 1.385, -4.256], [2.719, 1.333, -2.280], [6.158, 1.303, 0.288], [7.626, 1.355, -1.680], [4.393, 1.220, 3.971], [2.639, 1.175, 5.735], [0.232, 1.175, 5.038], [-0.359, 1.227, 2.572], [1.657, 2.741, 0.222], [-0.312, -0.974, -1.562], [1.015, -1.004, -1.355], [1.749, -1.124, -2.483], [1.706, -0.907, 0.154], [-0.693, -1.391, -2.398], [-0.901, -0.998, -0.745], [1.361, -0.819, -3.363], [2.752, -1.039, -2.386], [-3.302, -3.708, -2.869], [-3.699, -2.940, -1.639], [-2.798, -2.752, -0.590], [-3.172, -2.033, 0.541], [-4.452, -1.474, 0.640], [-4.885, -0.756, 1.790], [-4.150, -0.051, 2.720], [-4.673, 0.124, 3.812], [-2.884, 0.481, 2.546], [-2.197, 0.828, 1.334], [-2.906, 1.200, 0.104], [-2.203, 1.545, -0.993], [-0.743, 1.551, -0.932], [-0.127, 1.250, 0.166], [-0.838, 0.896, 1.330], [-5.362, -1.699, -0.397], [-4.986, -2.414, -1.530], [-2.259, -4.062, -2.805], [-3.394, -3.061, -3.758], [-3.959, -4.584, -2.991], [-1.801, -3.168, -0.643], [-2.455, -1.933, 1.344], [-5.868, -0.893, 2.019], [-2.421, 0.798, 3.397], [-3.988, 1.221, 0.067], [-2.713, 1.824, -1.907], [-0.169, 1.818, -1.811], [-0.233, 0.634, 2.283], [-6.367, -1.300, -0.332], [-5.704, -2.560, -2.329]], "mulliken_charge": [-1.004, -0.418, -0.964, -0.095, 0.244, -0.425, -0.597, 0.987, -0.857, 0.105, -0.550, -0.347, -1.110, 0.461, 0.359, 0.362, 0.362, 0.717, 0.388, 0.367, 0.499, 0.395, 0.442, -0.195, -0.439, -0.108, 0.647, -0.449, -0.382, 0.255, -0.196, 0.231, 0.328, -1.620, 0.807, -0.604, 0.083, -0.082, -0.072, 0.256, -0.717, -0.008, 0.702, -0.534, -1.024, 0.299, 0.564, -0.651, -0.494, -0.794, 0.326, 0.332, 0.430, 0.514, 0.443, 0.267, 0.171, 0.497, 0.442, 0.461, 0.160, 0.407, 0.421]}

Entry 3:
{"formula": "C25H26BrN3O6Pd", "method": "ωB97M-V/def2-TZVPD", "spin_multiplicity": 5, "orbital_gap_ev": [8.43, 6.26], "homo_ha": [-0.30897, -0.33334], "species": ["Pd", "C", "C", "N", "C", "C", "N", "C", "O", "O", "C", "O", "O", "H", "H", "H", "H", "H", "C", "C", "C", "C", "C", "C", "C", "C", "C", "C", "C", "C", "N", "H", "H", "H", "H", "H", "H", "H", "H", "H", "H", "H", "H", "H", "H", "H", "H", "H", "Br", "C", "C", "C", "C", "C", "C", "C", "O", "O", "H", "H", "H", "H"], "positions_angstrom": [[-0.046, 0.223, 0.842], [1.016, 3.673, 0.843], [-0.393, 3.254, 0.433], [-0.907, 2.016, 0.526], [-2.279, 2.112, 0.230], [-2.538, 3.412, -0.120], [-1.350, 4.098, -0.011], [-3.820, 4.148, -0.391], [-4.933, 3.417, -0.478], [-3.815, 5.359, -0.520], [-3.073, 0.891, 0.314], [-4.338, 0.922, 0.121], [-2.377, -0.146, 0.713], [1.690, 3.467, -0.013], [1.388, 3.022, 1.655], [0.958, 4.707, 1.218], [-1.246, 5.103, -0.057], [-4.763, 2.418, -0.258], [-1.207, -3.052, -0.424], [-1.092, -2.809, -1.965], [-2.134, -1.771, -2.428], [0.279, -2.415, -2.340], [0.920, -3.099, -3.352], [2.251, -2.858, -3.713], [2.937, -1.831, -3.084], [2.312, -1.006, -2.156], [3.203, 0.141, -1.717], [3.331, 0.455, -0.184], [2.759, 1.435, -2.447], [0.912, -1.217, -1.788], [0.273, -0.207, -1.200], [-0.425, -3.775, -0.037], [-2.183, -3.442, -0.180], [-0.972, -2.108, 0.132], [-1.333, -3.765, -2.458], [-1.896, -0.812, -1.949], [-3.098, -2.137, -2.116], [-2.135, -1.660, -3.506], [0.333, -3.870, -3.904], [2.712, -3.461, -4.457], [4.009, -1.662, -3.283], [4.194, -0.155, -2.145], [2.414, 0.880, 0.235], [4.152, 1.123, 0.048], [3.522, -0.411, 0.438], [1.756, 1.758, -2.046], [2.664, 1.239, -3.509], [3.479, 2.250, -2.264], [-3.226, 0.000, 5.521], [-1.565, -0.462, 4.791], [-1.287, -1.825, 4.566], [-0.063, -2.214, 3.982], [0.708, -1.239, 3.367], [0.494, 0.119, 3.597], [-0.611, 0.504, 4.357], [1.712, -1.679, 2.297], [2.710, -2.345, 2.550], [1.368, -1.294, 1.066], [-2.018, -2.537, 4.912], [0.244, -3.286, 3.976], [1.219, 0.857, 3.211], [-0.795, 1.548, 4.558]], "mulliken_spin": [1.454, 0.009, -0.017, 0.108, -0.003, 0.009, 0.001, 0.000, 0.000, 0.001, 0.002, 0.001, 0.184, -0.001, -0.002, 0.000, 0.001, 0.001, 0.049, 0.025, 0.042, 0.190, -0.079, 0.219, -0.092, 0.166, 0.032, -0.005, 0.033, 0.175, 1.330, -0.002, 0.002, -0.026, 0.003, -0.016, 0.002, -0.004, 0.000, 0.009, 0.005, 0.004, 0.008, -0.001, -0.001, -0.010, -0.004, 0.001, 0.000, -0.007, 0.022, -0.008, -0.008, 0.022, 0.014, 0.001, 0.024, 0.130, 0.001, 0.000, 0.005, -0.001]}

Relative energy (zero: lowest compared OMol25 entry of this formula, charge and spin) values (in kJ/mol) by entry order: 88.0; 848.8; 11.6.
Total energy values (in hartree) by entry order: -5272.37817; -1969.47115; -4285.78465.